DFT (ωB97M-V/def2-TZVPD) results for the molecule C20H21ClFNO3.

Properties
total charge	0
structure (SMILES)	COCCCNC(=O)/C=C/c1ccc(OCc2c(F)cccc2Cl)cc1
Kohn-Sham gap	8.61	eV
E_HOMO	-8.13	eV
relative energy (zero: lowest compared OMol25 entry of this formula, charge and spin)	0.0000	eV
LUMO	0.479	eV

Last column: Mulliken charge in e.
Geometry (Å):
C1 0.7205 9.4804 -1.3467  -0.731
O1 0.3843 8.1387 -1.1213  -0.276
C2 -0.7667 7.7302 -1.8196  -0.596
C3 -1.0246 6.2558 -1.5330  -0.484
C4 0.0923 5.3749 -2.0966  -0.735
N1 -0.1503 3.9767 -1.8437  -0.111
C5 0.6619 3.2094 -1.0673  0.634
O2 1.6949 3.6328 -0.5830  -0.702
C6 0.1826 1.8245 -0.8871  -0.789
C7 0.8845 0.9636 -0.1406  -0.173
C8 0.5717 -0.4187 0.1516  1.011
C9 -0.5486 -1.0792 -0.3663  -0.686
C10 -0.8021 -2.3938 -0.0564  -0.474
C11 0.0552 -3.1051 0.7881  0.652
O3 -0.2927 -4.3952 1.0272  -0.279
C12 0.5570 -5.1917 1.8305  -0.872
C13 0.0041 -6.5907 1.8254  -0.258
C14 -0.5269 -7.1702 2.9715  0.588
F1 -0.5129 -6.4678 4.1211  -0.309
C15 -1.0601 -8.4457 2.9872  -0.676
C16 -1.0738 -9.1758 1.8122  -0.338
C17 -0.5563 -8.6362 0.6483  -0.645
C18 -0.0239 -7.3561 0.6608  0.487
Cl1 0.6238 -6.7035 -0.7946  -0.205
C19 1.1730 -2.4634 1.3120  -0.304
C20 1.4191 -1.1423 0.9916  -0.963
H1 1.6160 9.6794 -0.7622  0.234
H2 -0.0844 10.1542 -1.0242  0.284
H3 0.9277 9.6675 -2.4085  0.308
H4 -0.6272 7.8875 -2.9024  0.350
H5 -1.6337 8.3328 -1.5012  0.395
H6 -1.9831 5.9741 -1.9760  0.351
H7 -1.0808 6.1130 -0.4535  0.256
H8 1.0380 5.6256 -1.6125  0.335
H9 0.1866 5.5424 -3.1765  0.254
H10 -1.0121 3.5882 -2.1926  0.250
H11 -0.7425 1.5531 -1.3744  0.184
H12 1.7958 1.3478 0.3031  0.380
H13 -1.2266 -0.5560 -1.0223  0.272
H14 -1.6634 -2.9064 -0.4553  0.418
H15 0.5906 -4.8034 2.8560  0.548
H16 1.5753 -5.2009 1.4144  0.460
H17 -1.4563 -8.8435 3.9074  0.448
H18 -1.4891 -10.1712 1.8033  0.369
H19 -0.5614 -9.2008 -0.2701  0.422
H20 1.8541 -2.9795 1.9706  0.398
H21 2.2903 -0.6556 1.4054  0.319

---

DFT (ωB97M-V/def2-TZVPD) results for a structure of composition C20H21CrN4OS2.

Properties
total charge	+1
Kohn-Sham gap (spin up / spin down)	7.09 / 8.29	eV
multiplicity	5
E_HOMO (spin up / spin down)	-9.57 / -10.93	eV
expectation value of S²	6.016
LUMO (spin up / spin down)	-2.476 / -2.640	eV

Last column: Mulliken charge in e.
Geometry (Å):
Cr1 -0.5510 -0.5397 -0.2323  0.447
C1 -1.1772 2.0673 -1.5407  -1.205
N1 -0.8240 1.7652 -0.1487  0.447
C2 0.3706 2.4810 0.3045  -1.485
C3 1.5492 1.5959 0.6500  0.790
C4 2.7192 2.1868 1.1139  -1.067
C5 3.8029 1.3869 1.4203  -0.336
C6 3.6864 0.0143 1.2528  -0.963
C7 2.4904 -0.4930 0.7891  -0.294
N2 1.4367 0.2782 0.4925  0.592
C8 -1.9474 1.8890 0.7874  -1.203
C9 -1.7668 1.0006 1.9963  1.058
C10 -2.1535 1.4009 3.2632  -1.012
C11 -2.0534 0.4982 4.3120  -0.362
C12 -1.5685 -0.7750 4.0642  -0.915
C13 -1.1888 -1.0987 2.7737  -0.222
N3 -1.2827 -0.2293 1.7664  0.463
C14 -0.2904 1.3286 -2.5160  1.077
C15 0.1297 1.9085 -3.7007  -1.022
C16 0.8518 1.1422 -4.6039  -0.354
C17 1.1347 -0.1775 -4.2957  -0.914
C18 0.6945 -0.6832 -3.0858  -0.201
N4 0.0011 0.0535 -2.2162  0.431
H1 -1.1519 3.1427 -1.7497  0.340
H2 -2.2015 1.7275 -1.7126  0.414
H3 0.1282 3.0834 1.1850  0.502
H4 0.6916 3.1863 -0.4676  0.511
H5 2.7673 3.2621 1.2289  0.490
H6 4.7238 1.8232 1.7830  0.427
H7 4.5046 -0.6546 1.4766  0.447
H8 2.3522 -1.5545 0.6442  0.294
H9 -2.8539 1.5581 0.2745  0.411
H10 -2.1101 2.9259 1.1024  0.344
H11 -2.5346 2.4003 3.4245  0.441
H12 -2.3525 0.7859 5.3108  0.428
H13 -1.4812 -1.5066 4.8539  0.428
H14 -0.7951 -2.0744 2.5162  0.399
H15 -0.1125 2.9402 -3.9164  0.436
H16 1.1873 1.5711 -5.5385  0.430
H17 1.6896 -0.8068 -4.9760  0.426
H18 0.8924 -1.7042 -2.7824  0.400
C19 -0.8254 -5.7635 -0.7266  -0.667
O1 -1.6289 -4.5815 -0.8663  -0.294
C20 -1.1548 -3.3783 -0.6281  0.759
S1 0.4214 -3.0883 -0.0903  -0.566
S2 -2.2742 -2.1231 -0.9038  -0.407
H19 -1.0732 -6.2343 0.2229  0.255
H20 0.2328 -5.5220 -0.7617  0.359
H21 -1.1050 -6.4150 -1.5491  0.244

---

For reference, max |F| by record: 0.015 0.010 Eh/bohr.